{
  "formula": "C3H5FO",
  "method": "ωB97M-V/def2-TZVPD",
  "species": ["C", "H", "H", "H", "C", "F", "O", "H", "H", "C"],
  "positions_angstrom": [[0.4788, 0.1803, -0.4812], [2.3990, 1.0254, -0.6267], [-0.4075, -0.5167, 1.3077], [-2.2682, -1.6892, -0.0116], [1.5078, 0.7810, 0.1105], [-1.6416, 0.8207, 0.3148], [-1.3520, -1.3119, -0.3917], [0.5177, -0.1474, -1.5362], [1.5495, 1.0832, 1.0604], [-0.7835, -0.2255, 0.2539]],
  "lowdin_charge": [-0.109, 0.107, 0.164, 0.182, 0.024, 0.035, -0.030, 0.114, 0.010, -0.498],
  "e_tot_ev": -7955.5056,
  "smiles": "C=C[C@H](O)F",
  "homo_lumo_gap_ev": 11.18,
  "relative_energy_kj_mol": 96.8,
  "homo_ev": -10.3
}

***

{
  "formula": "H8O4Pd",
  "method": "ωB97M-V/def2-TZVPD",
  "species": ["H", "O", "O", "H", "Pd", "H", "H", "O", "H", "O", "H", "H", "H"],
  "positions_angstrom": [[2.6850, 0.5630, -20.2560], [5.2080, 1.3470, -17.6390], [3.2410, 0.9890, -19.5990], [4.8860, 1.8360, -16.8600], [3.9520, 0.3080, -18.2580], [6.0610, 1.0090, -17.3510], [1.7690, 0.4770, -17.3260], [2.6450, 0.1200, -17.1980], [5.3440, -1.5450, -17.9250], [4.6770, -1.1570, -18.5330], [3.7020, 1.6590, -20.0870], [2.3860, -0.6610, -16.6300], [4.7880, -1.5720, -19.3870]],
  "lowdin_charge": [0.150, -0.099, -0.110, 0.151, 1.276, 0.132, 0.129, -0.132, 0.165, -0.134, 0.139, 0.186, 0.147],
  "s_squared": 2.0023,
  "charge": 2,
  "e_tot_ev": -11769.2105,
  "spin_multiplicity": 3,
  "homo_lumo_gap_ev": [10.03, 8.45],
  "relative_energy_kj_mol": 189.8,
  "homo_ev": [-18.4, -18.0]
}

***

{
  "formula": "C4H11ClNP",
  "method": "ωB97M-V/def2-TZVPD",
  "species": ["H", "C", "H", "H", "H", "N", "Cl", "P", "H", "H", "H", "C", "H", "H", "C", "H", "H", "C"],
  "positions_angstrom": [[1.5172, 1.9144, 0.3373], [-1.0086, -0.2747, -0.4123], [-3.2923, -0.0028, -0.8581], [1.5135, -1.5907, -0.4163], [1.9871, -0.8258, 1.0827], [-2.2742, -0.9369, 1.3444], [-2.0700, 0.3788, 2.3126], [-2.2229, 0.7796, -1.2128], [-0.1078, 0.3646, 1.3032], [-2.3598, 1.7967, -0.3125], [0.5586, -1.9354, 1.0097], [0.2551, 0.0843, 0.2869], [-1.5214, -1.6818, 1.5683], [1.1922, 1.3183, -1.3173], [1.1078, -1.1773, 0.4683], [-1.0602, -1.1922, -1.0475], [0.0783, 2.0937, -0.1673], [0.8325, 1.4416, -0.3174]],
  "lowdin_charge": [0.066, -0.436, -0.106, 0.059, 0.100, -0.548, 0.513, 0.816, 0.039, -0.133, 0.061, -0.493, 0.010, 0.079, -0.073, 0.079, 0.009, -0.042],
  "e_tot_ev": -27623.0513,
  "homo_lumo_gap_ev": [8.28, 8.28],
  "relative_energy_kj_mol": 267.8,
  "homo_ev": [-8.3, -8.3]
}

***

{
  "formula": "ClH2O",
  "method": "ωB97M-V/def2-TZVPD",
  "species": ["H", "H", "Cl", "O"],
  "positions_angstrom": [[0.0844, -0.2859, 0.1526], [1.4105, -0.7260, 0.8400], [-1.9284, 1.8423, -1.8867], [0.4335, -0.8304, 0.8941]],
  "lowdin_charge": [0.034, 0.034, -0.959, -0.109],
  "charge": -1,
  "e_tot_ev": -14604.4129,
  "homo_lumo_gap_ev": 7.55,
  "relative_energy_kj_mol": 35.6,
  "homo_ev": -3.6
}

***

{
  "formula": "C21H28N2O4S2",
  "method": "ωB97M-V/def2-TZVPD",
  "species": ["H", "C", "H", "C", "H", "C", "H", "N", "C", "H", "C", "H", "C", "S", "O", "C", "H", "C", "O", "H", "H", "H", "C", "S", "C", "C", "H", "H", "C", "C", "O", "H", "H", "N", "C", "H", "H", "H", "H", "H", "H", "H", "C", "H", "C", "H", "C", "H", "H", "C", "H", "H", "O", "C", "C", "H", "C"],
  "positions_angstrom": [[2.3634, -1.8648, -2.7185], [-0.6905, 1.8139, -3.9644], [3.4863, -0.6463, 0.4093], [-1.3646, -2.4556, 2.7206], [2.8529, -1.7453, 2.5246], [-1.4914, -1.1186, 2.3688], [-0.9328, -3.1546, 2.0183], [2.6625, -1.2321, 0.5164], [-2.3645, -2.0227, 4.8716], [-1.6968, -3.9453, 4.2120], [1.5714, 0.6560, -2.7823], [-2.9234, 0.0145, 5.2162], [2.0828, -1.4100, 1.8226], [0.2815, 0.6596, 1.2137], [4.6354, 0.3721, -0.6097], [-2.8511, -2.5012, 6.2051], [-3.5977, 2.5176, -5.2159], [-1.8004, -2.9005, 3.9561], [4.5872, 1.8086, -2.5837], [2.6534, 2.2825, -3.6567], [2.4908, 3.0901, -1.3110], [0.9300, -0.3294, 3.2984], [-2.0567, -0.2359, 3.2829], [3.8587, 1.1449, -1.5476], [0.5687, 2.4039, -4.0951], [-2.4864, -0.6834, 4.5162], [3.8579, -1.5502, -1.7968], [-4.6548, 2.0320, -3.0064], [-3.0383, 2.0074, -4.4267], [1.4562, -0.1267, 2.3650], [-1.7115, 2.4650, -4.5886], [-1.7401, 0.1196, -3.1388], [-3.0536, 1.9027, -2.2624], [2.7142, 0.1091, -2.1786], [2.9073, 2.3705, -0.6203], [0.6496, 3.3129, -4.6696], [0.2066, -0.8650, -2.1203], [-3.1011, 0.9268, -4.6052], [-2.5833, -1.7962, 6.9897], [-3.9377, -2.5912, 6.1947], [2.1214, 1.8609, -0.0752], [1.3224, -2.1897, 1.7346], [1.6833, 1.8333, -3.5214], [3.6017, 2.8500, 0.0580], [2.0830, -1.7156, -0.5919], [-2.1481, 0.8090, 3.0216], [-3.6229, 2.3676, -3.0636], [-2.4317, -3.4747, 6.4468], [-3.5929, 3.4452, -2.9237], [-0.7946, 0.6258, -3.2517], [-1.7953, -0.1312, 0.4841], [-0.5922, -1.4423, 0.4394], [1.0919, -2.4237, -0.5887], [-1.0057, -0.6347, 1.0433], [2.7977, -1.3047, -1.8859], [2.2184, 0.6337, 2.5357], [0.3236, 0.0566, -2.6652]],
  "lowdin_charge": [0.144, -0.267, 0.096, -0.039, 0.127, -0.316, 0.116, 0.065, -0.285, 0.110, -0.263, 0.112, -0.212, 0.886, -0.313, -0.054, 0.123, -0.040, -0.281, 0.100, 0.062, 0.074, -0.053, 0.651, 0.015, -0.041, 0.129, 0.077, -0.249, -0.423, -0.052, 0.108, 0.062, -0.171, -0.100, 0.122, 0.100, 0.116, 0.078, 0.084, -0.012, 0.103, -0.032, 0.074, -0.483, 0.108, -0.062, 0.074, 0.080, -0.007, 0.081, 0.051, 0.030, -0.402, -0.076, 0.073, 0.001],
  "e_tot_ev": -55072.5210,
  "smiles": "CCOc1ccc(N(CC(=O)NCCSCc2ccc(C)cc2)S(C)(=O)=O)cc1",
  "homo_lumo_gap_ev": 8.65,
  "relative_energy_kj_mol": 0.0,
  "homo_ev": -8.1
}

***

{
  "formula": "C3H4I2O",
  "method": "ωB97M-V/def2-TZVPD",
  "species": ["I", "H", "H", "C", "I", "H", "O", "C", "H", "C"],
  "positions_angstrom": [[-1.3114, -1.9170, -1.6730], [0.7136, 0.3572, -1.2855], [-0.5650, 0.6677, 1.3891], [-1.4695, -0.6944, 0.0294], [-3.3805, -0.4296, 0.8496], [1.4427, -0.6036, 0.0471], [1.7165, 1.3204, 0.3049], [-0.5382, 0.1593, 0.4637], [2.5206, 0.8689, 0.0281], [0.8712, 0.2710, -0.1532]],
  "lowdin_charge": [0.798, 0.109, 0.082, -1.287, 0.771, 0.101, -0.064, -0.287, 0.082, -0.305],
  "e_tot_ev": -21422.8059,
  "homo_lumo_gap_ev": 8.92,
  "relative_energy_kj_mol": 129.6,
  "homo_ev": -9.1
}

***

{
  "formula": "C3H9N3OS",
  "method": "ωB97M-V/def2-TZVPD",
  "species": ["N", "C", "N", "H", "N", "H", "H", "H", "H", "O", "H", "H", "S", "C", "H", "H", "C"],
  "positions_angstrom": [[-0.6895, 2.4115, -0.7281], [0.0774, 2.1983, 0.3348], [-1.3719, 1.3591, -1.2472], [0.8004, 3.0694, 0.5900], [0.5037, 1.2253, 1.1499], [0.8870, -3.9946, -1.5439], [-1.2192, 1.1874, -2.2429], [0.9855, -0.5873, 2.1960], [1.7624, -2.5280, 0.5469], [-0.4043, 0.1878, 0.9685], [-1.1058, 0.4892, -0.9415], [-0.3962, -1.6388, 1.8195], [-0.0220, -1.9876, -1.0778], [1.2197, -1.5000, 0.3147], [0.7464, 1.5116, 2.1454], [1.8124, -0.6907, -0.0811], [0.4057, -0.9466, 1.4815]],
  "lowdin_charge": [-0.029, -0.251, -0.034, 0.135, -0.055, 0.124, 0.087, 0.055, 0.098, -0.184, -0.041, 0.132, 0.488, -0.498, 0.173, 0.048, -0.247],
  "e_tot_ev": -20601.7401,
  "homo_lumo_gap_ev": 5.82,
  "relative_energy_kj_mol": 808.7,
  "homo_ev": -7.8
}

***

{
  "formula": "CH3N2P",
  "method": "ωB97M-V/def2-TZVPD",
  "species": ["N", "C", "H", "H", "N", "H", "P"],
  "positions_angstrom": [[0.5437, -0.0786, 0.4042], [-2.2956, -0.0010, 0.0909], [0.6881, -0.7414, -0.3630], [-1.0537, 1.0765, -1.4013], [-3.3258, -0.4975, -0.0220], [1.3399, 0.4018, 0.6859], [-0.7270, 1.1072, 0.0716]],
  "lowdin_charge": [-0.259, -0.496, 0.036, -0.057, 0.032, -0.030, 0.774],
  "e_tot_ev": -13353.6544,
  "smiles": "N#CPN",
  "homo_lumo_gap_ev": 10.89,
  "relative_energy_kj_mol": 12.6,
  "homo_ev": -10.6
}